# 1
A 2-piece molecular cluster, C4H7N2S overall in a non-equilibrium geometry, computed with ωB97M-V with the def2-TZVPD basis set.

## Properties
LUMO energy (eV): -6.4
Gap between HOMO and LUMO (eV): 7.139
Net charge: +1

Last column: Löwdin charge in e.
Element x y z (Å)
C (-1.327, 4.108, -0.105)  -0.113
C (-0.559, -0.476, 0.414)  0.371
C (0.976, -2.441, 0.412)  -0.802
C (1.556, -2.964, -0.842)  -0.065
N (-1.455, 2.959, 0.362)  -0.005
N (0.153, -1.384, 0.334)  0.092
S (1.219, -2.995, 1.938)  0.928
H (-1.794, 5.006, 0.305)  0.080
H (-0.715, 4.250, -0.987)  0.066
H (-1.110, 0.434, 0.463)  0.098
H (0.959, -3.807, -1.204)  0.110
H (1.586, -2.216, -1.631)  0.096
H (2.555, -3.348, -0.649)  0.097
H (-2.045, 2.872, 1.190)  0.047


# 2
A 2-piece molecular cluster, C4H7N2S overall in a non-equilibrium geometry, computed with ωB97M-V with the def2-TZVPD basis set.

## Properties
Multiplicity: 3
LUMO energy (alpha / beta) (eV): -4.2 / -7.5
Gap between HOMO and LUMO (alpha / beta) (eV): 7.706 / 6.604
Net charge: +1

Last column: Löwdin charge in e.
Element x y z (Å)
C (1.282, 0.615, 2.987)  -0.102
C (0.279, 0.170, 0.439)  0.085
C (-1.265, -0.250, -1.353)  -0.772
C (-0.179, -0.652, -2.273)  -0.079
N (0.584, 1.197, 2.161)  0.101
N (-0.881, 0.205, -0.062)  -0.008
S (-2.855, -0.245, -1.681)  1.015
H (1.454, 1.180, 3.905)  0.100
H (1.743, -0.368, 2.955)  0.091
H (1.182, -0.185, -0.028)  0.104
H (0.477, 0.199, -2.478)  0.110
H (0.432, -1.453, -1.849)  0.100
H (-0.598, -1.001, -3.215)  0.090
H (-1.656, 0.588, 0.492)  0.164


# 3
A 2-piece molecular cluster, C4H7N2S2 overall in a non-equilibrium geometry, computed with ωB97M-V with the def2-TZVPD basis set.

## Properties
LUMO energy (alpha / beta) (eV): -5.7 / -5.5
Gap between HOMO and LUMO (alpha / beta) (eV): 7.014 / 7.483
Net charge: +1

Last column: Löwdin charge in e.
Element x y z (Å)
C (-1.009, -0.675, 0.407)  -0.023
C (1.135, -0.359, 1.128)  -0.176
C (-0.634, -0.056, -0.938)  -0.116
C (0.590, 0.911, -0.788)  -0.155
N (-0.095, -0.838, 1.304)  -0.010
N (1.535, 0.403, 0.194)  0.071
S (0.356, -2.728, 3.309)  0.365
S (2.187, -2.100, 3.092)  0.257
H (-2.039, -1.067, 0.298)  0.145
H (-0.333, -0.820, -1.762)  0.162
H (-1.542, 0.412, -1.458)  0.147
H (1.118, 1.239, -1.750)  0.152
H (0.368, 2.009, -0.478)  0.156
H (2.503, 0.652, 0.027)  0.170
H (0.018, -2.339, 4.548)  -0.144


# 4
A single C4H7N3 molecule in a non-equilibrium geometry, computed with ωB97M-V with the def2-TZVPD basis set.

## Properties
LUMO energy (eV): 0.9
SMILES: NC1=CC=NNC1
Gap between HOMO and LUMO (eV): 8.376
Net charge: 0

Last column: Löwdin charge in e.
Element x y z (Å)
C (-0.156, -0.535, -0.409)  -0.367
C (-1.254, -0.180, 0.323)  -0.064
C (-1.137, 0.894, 1.186)  -0.209
C (1.170, -0.050, -0.029)  -0.141
H (-0.812, -1.878, -1.792)  0.049
H (0.750, -2.057, -1.417)  0.150
H (-2.311, -0.383, 0.087)  0.112
H (-1.878, 1.090, 1.913)  0.087
H (1.614, 2.077, 0.437)  0.156
H (1.654, 0.183, -1.076)  0.158
H (1.605, -0.784, 0.684)  0.124
N (-0.052, -1.295, -1.599)  0.071
N (-0.044, 1.572, 1.282)  -0.029
N (0.851, 1.344, 0.409)  -0.097


# 5
A single C4H7N3 molecule, computed with ωB97M-V with the def2-TZVPD basis set.

## Properties
LUMO energy (eV): 1.1
SMILES: Nc1c[nH]c(N)c1
Gap between HOMO and LUMO (eV): 8.130
Net charge: 0

Last column: Löwdin charge in e.
Element x y z (Å)
N (-2.478, -0.462, -0.185)  0.083
C (-1.107, -0.169, -0.060)  -0.398
C (0.029, -0.946, -0.001)  -0.005
C (1.147, -0.034, 0.069)  -0.359
N (2.500, -0.399, 0.238)  0.065
C (0.651, 1.239, 0.049)  -0.101
N (-0.743, 1.147, 0.000)  0.038
H (-2.674, -1.451, -0.041)  0.085
H (-3.054, 0.092, 0.461)  0.091
H (0.087, -2.031, 0.049)  0.099
H (3.132, 0.275, -0.178)  0.080
H (2.699, -1.308, -0.155)  0.074
H (1.137, 2.196, 0.185)  0.103
H (-1.325, 1.851, -0.429)  0.145


# 6
C4H7N3 as an isolated structure, computed with ωB97M-V with the def2-TZVPD basis set.

## Properties
LUMO energy (eV): 1.1
Gap between HOMO and LUMO (eV): 9.384
Net charge: 0

Last column: Löwdin charge in e.
Element x y z (Å)
N (-2.109, -0.612, 0.574)  0.093
C (-0.902, 0.025, 0.184)  -0.376
C (0.132, -0.234, -0.857)  -0.135
C (0.791, 0.001, 0.432)  -0.228
N (1.939, -0.809, 0.614)  0.063
C (0.432, 1.187, -0.568)  -0.160
N (-0.940, 1.426, -0.164)  0.058
H (-2.727, -0.679, -0.236)  0.086
H (-1.987, -1.540, 0.960)  0.078
H (0.392, -1.041, -1.516)  0.138
H (2.702, -0.522, 1.213)  0.071
H (2.295, -1.230, -0.241)  0.071
H (1.122, 1.918, -0.954)  0.127
H (-1.139, 2.109, 0.560)  0.114


# 7
A single C4H7N3 molecule, computed with ωB97M-V with the def2-TZVPD basis set.

## Properties
LUMO energy (eV): 0.9
SMILES: [H]/N=c1\cc[nH]n1C
Gap between HOMO and LUMO (eV): 8.592
Net charge: 0

Last column: Löwdin charge in e.
Element x y z (Å)
C (0.470, -0.321, 1.838)  -0.039
N (-1.879, -0.854, 0.257)  0.086
C (-0.867, -0.264, -0.273)  -0.435
N (0.233, 0.107, 0.485)  -0.143
N (1.289, 0.486, -0.350)  0.025
C (0.725, 0.660, -1.601)  -0.111
C (-0.529, 0.172, -1.631)  -0.012
H (0.329, 0.507, 2.546)  0.084
H (-0.264, -1.102, 2.056)  0.075
H (1.483, -0.721, 1.944)  0.084
H (-2.584, -1.036, -0.452)  0.029
H (1.851, 1.241, 0.020)  0.141
H (1.315, 1.129, -2.379)  0.116
H (-1.175, 0.065, -2.490)  0.100


# 8
A single C4H7N3 molecule in a non-equilibrium geometry, computed with ωB97M-V with the def2-TZVPD basis set.

## Properties
LUMO energy (eV): 1.1
SMILES: C#CC/N=C/NN
Gap between HOMO and LUMO (eV): 9.836
Net charge: 0

Last column: Löwdin charge in e.
Element x y z (Å)
C (-0.695, 0.035, -0.205)  -0.214
C (1.620, 0.868, -0.087)  -0.221
C (2.651, -0.050, 0.118)  -0.192
C (3.550, -0.820, -0.009)  0.123
H (-3.546, -1.352, -0.333)  0.124
H (-3.726, 0.574, -0.339)  0.117
H (-2.027, -0.464, 1.612)  0.182
H (-0.548, 0.280, -1.212)  0.096
H (1.706, 1.663, 0.752)  0.147
H (1.472, 1.024, -1.161)  0.113
H (4.230, -1.596, 0.029)  0.007
N (-3.078, -0.332, -0.264)  -0.130
N (-1.929, -0.081, 0.560)  -0.143
N (0.321, 0.250, 0.538)  -0.009


# 9
A single C4H7N3 molecule in a non-equilibrium geometry, computed with ωB97M-V with the def2-TZVPD basis set.

## Properties
LUMO energy (eV): 0.4
SMILES: [H]/N=N\[C@H](C)CC#N
Gap between HOMO and LUMO (eV): 9.224
Net charge: 0

Last column: Löwdin charge in e.
Element x y z (Å)
C (0.420, 0.321, -0.144)  -0.375
C (-1.005, -0.029, 0.039)  -0.132
C (1.408, -0.407, 0.742)  -0.076
N (0.784, -0.132, -1.694)  -0.045
N (0.066, -0.111, -2.648)  0.035
C (-1.355, 0.566, 1.543)  -0.167
N (-2.039, 0.659, 2.462)  0.116
H (0.597, 1.400, -0.140)  0.137
H (-0.953, 0.076, -2.503)  0.055
H (-1.198, -1.102, 0.070)  0.119
H (-1.699, 0.505, -0.611)  0.094
H (2.421, -0.229, 0.384)  0.078
H (1.219, -1.479, 0.736)  0.084
H (1.332, -0.038, 1.763)  0.078


# 10
A 2-piece molecular cluster, C4H7N3 overall in a non-equilibrium geometry, computed with ωB97M-V with the def2-TZVPD basis set.

## Properties
LUMO energy (eV): 1.0
Gap between HOMO and LUMO (eV): 10.403
Net charge: 0

Last column: Löwdin charge in e.
Element x y z (Å)
C (-0.956, 2.233, -0.866)  -0.120
N (0.259, 1.485, -1.149)  -0.022
C (-0.604, -1.388, -0.816)  0.067
C (0.026, -1.701, 0.164)  -0.224
C (0.768, -2.155, 1.339)  -0.133
N (1.612, 0.881, 0.681)  0.223
N (0.931, 1.219, -0.162)  -0.236
H (-1.560, 1.758, -0.088)  0.073
H (-1.514, 2.260, -1.794)  0.066
H (-0.772, 3.269, -0.567)  0.071
H (-1.082, -1.015, -1.696)  0.025
H (1.771, -1.722, 1.387)  0.059
H (0.263, -1.881, 2.269)  0.077
H (0.867, -3.243, 1.305)  0.075


# 11
A single C4H7N3 molecule in a non-equilibrium geometry, computed with ωB97M-V with the def2-TZVPD basis set.

## Properties
LUMO energy (eV): 1.0
SMILES: [H]/N=C1/C[C@@H]2CN2N1
Gap between HOMO and LUMO (eV): 10.057
Net charge: 0

Last column: Löwdin charge in e.
Element x y z (Å)
C (-0.419, -0.837, 0.882)  -0.512
C (0.939, -0.304, 0.586)  -0.108
C (0.891, 0.175, -0.848)  -0.271
C (0.170, 1.452, -1.171)  -0.064
H (-1.581, -1.652, 2.116)  0.028
H (1.811, -1.028, 0.707)  0.126
H (1.337, 0.517, 1.413)  0.178
H (1.383, -0.114, -1.746)  0.127
H (-0.501, 1.763, -0.458)  0.053
H (0.256, 2.369, -1.884)  0.134
H (-2.102, -0.684, -0.198)  0.194
N (-0.582, -1.511, 1.984)  0.120
N (-0.474, 0.053, -1.345)  -0.016
N (-1.126, -0.197, -0.038)  0.010


# 12
A single C4H7N3 molecule in a non-equilibrium geometry, computed with ωB97M-V with the def2-TZVPD basis set.

## Properties
LUMO energy (eV): 0.8
SMILES: [H]/N=C1\C=C(N)NC1
Gap between HOMO and LUMO (eV): 8.654
Net charge: 0

Last column: Löwdin charge in e.
Element x y z (Å)
N (-2.374, -0.257, -0.093)  0.125
C (-1.004, -0.090, -0.056)  -0.389
C (-0.036, -1.036, -0.316)  0.003
C (1.226, -0.378, -0.091)  -0.423
N (2.463, -0.572, 0.224)  0.068
C (0.976, 1.081, 0.059)  -0.145
N (-0.487, 1.146, 0.304)  0.048
H (-2.681, -1.222, -0.112)  0.099
H (-2.906, 0.294, 0.568)  0.098
H (-0.217, -2.100, -0.392)  0.096
H (1.967, 1.062, 0.693)  0.138
H (2.922, -1.437, 0.011)  0.033
H (1.211, 1.626, -0.862)  0.119
H (-1.027, 1.964, 0.039)  0.131


The ΔE to the lowest compared entry with this formula, charge and spin results, record by record, are as follows: 361.9; 295.9; 427.0; 258.5; 8.7; 447.5; 123.5; 534.2; 283.3; 375.4; 404.6; 164.8 kJ/mol.
The calculated total energy results, record by record, are as follows: -663.9368; -663.8442; -1062.1059; -320.7849; -320.8800; -320.7129; -320.8363; -320.6798; -320.7754; -320.7403; -320.7292; -320.8205 hartree.